Formula: C11H16N
Source: the Open Molecules 2025 dataset
Level of theory: ωB97M-V/def2-TZVPD

Calculated values
Orbital gap (spin up / spin down) ... 6.23 / 7.84 eV
Highest occupied orbital energy (spin up / spin down) ... -11.082 / -11.808 eV
E_LUMO (spin up / spin down) ... -4.847 / -3.964 eV
ΔE to the lowest compared entry with this formula, charge and spin ... 365.0 kJ/mol
Total charge ... +1
Multiplicity ... 1

Last column: natural (NBO) charge in e.
Geometry (Å):
C1 -3.17 -1.36 -0.17  -0.113
C2 -3.42 -0.04 -0.45  -0.237
C3 -1.87 -1.72 0.32  -0.224
C4 -2.47 0.88 -0.07  0.063
C5 -0.87 -0.84 0.41  0.272
C6 0.59 -1.10 0.48  -0.370
C7 1.30 -0.24 -0.48  -0.029
C8 -0.38 1.57 0.59  0.080
C9 1.14 -2.39 0.09  -0.602
C10 2.59 0.35 -0.31  -0.716
C11 -0.46 2.87 -0.19  -0.686
N1 -1.18 0.48 0.34  -0.303
H1 -4.05 -2.13 -0.38  0.267
H2 -4.41 0.36 -0.90  0.266
H3 -1.70 -2.78 0.43  0.255
H4 -2.80 1.84 0.02  0.232
H5 0.76 -0.79 1.56  0.239
H6 0.97 -0.28 -1.55  0.208
H7 0.32 1.46 1.40  0.212
H8 0.45 -2.97 -0.55  0.230
H9 1.46 -3.10 0.84  0.251
H10 2.01 -2.13 -0.66  0.244
H11 2.53 1.41 -0.03  0.241
H12 3.15 0.42 -1.21  0.243
H13 3.27 -0.22 0.33  0.235
H14 -0.66 2.77 -1.22  0.242
H15 0.52 3.34 -0.16  0.254
H16 -1.17 3.54 0.39  0.243